228
Properties=species:S:1:pos:R:3:forces:R:3:mulliken_charge:R:1 method="wB97M-V/def2-TZVPD" e_lumo_ev=0.15 multiplicity=1
C 1.5820 2.1499 -9.6126 -1.3 0.8 -0.3 -1.632
C 0.2402 1.8262 -10.3837 1.1 -0.7 0.0 1.479
C 0.4421 2.0798 -11.9064 -0.5 0.5 0.4 -1.923
C -0.0991 0.3119 -10.2344 0.0 -0.4 0.4 -1.180
C -0.6160 -0.0828 -8.8375 -1.1 0.6 -0.6 -0.615
C -1.8707 0.7881 -8.4963 1.3 0.6 0.4 -1.248
C -1.5305 2.3334 -8.5597 -1.2 -0.8 -1.5 1.504
C -2.9255 3.0464 -8.4647 1.1 1.0 -0.7 -1.941
C -0.6757 2.7953 -7.4124 0.2 -0.3 0.7 -1.634
N -0.9232 2.6023 -9.9026 -0.8 -0.6 -0.5 0.250
O -0.7633 4.0190 -10.1436 0.2 -0.9 0.5 -0.467
H 2.4530 1.6498 -10.0360 -0.2 -0.2 0.1 0.397
H 1.7243 3.2280 -9.6866 0.2 0.1 -0.2 0.369
H 1.4572 2.0024 -8.5399 0.3 -0.6 -0.1 0.339
H -0.4613 1.7694 -12.4314 -0.1 -0.1 0.0 0.444
H 0.5744 3.1394 -12.1249 0.1 0.1 0.2 0.399
H 1.2818 1.5611 -12.3690 0.1 -0.2 0.4 0.380
H -0.7733 -0.0293 -11.0199 -0.6 0.4 0.1 0.409
H 0.7575 -0.3284 -10.4452 0.6 0.4 0.0 0.437
H -0.8804 -1.1391 -8.7889 -0.1 -0.1 -0.2 0.419
H 0.2091 0.0101 -8.1313 -0.2 0.4 0.3 0.301
H -2.2645 0.5634 -7.5051 0.4 0.1 0.4 0.403
H -2.7589 0.6022 -9.1001 0.4 -0.1 -0.7 0.427
H -3.3733 2.9678 -7.4741 0.0 -0.3 -0.1 0.411
H -3.6452 2.8290 -9.2539 0.1 -0.7 0.1 0.407
H -2.7258 4.1053 -8.6287 0.0 0.3 0.3 0.500
H -1.4103 3.1329 -6.6813 0.7 0.0 0.6 0.365
H 0.0733 3.5630 -7.6066 -0.6 0.4 -0.4 0.288
H -0.0651 1.9651 -7.0575 -0.3 -0.1 0.5 0.358
H -1.5220 4.1680 -10.7126 0.0 0.3 -0.1 0.355
C 7.6758 8.9705 7.5593 -0.2 -0.4 -0.3 -1.725
C 6.3326 8.3656 7.0998 -0.1 0.8 -0.2 1.437
C 5.1566 8.8235 8.0477 0.3 -1.1 0.1 -1.806
C 5.9010 8.9391 5.7470 1.2 -0.4 -1.4 -1.187
C 6.8146 8.4396 4.5735 -0.8 1.1 2.0 -0.713
C 6.9083 6.9463 4.5472 -0.2 -0.4 -0.6 -1.038
C 7.3031 6.2413 5.8896 -0.3 0.4 -0.9 1.612
C 6.9129 4.7470 5.7002 0.1 0.1 0.7 -1.995
C 8.8432 6.2740 6.0762 -0.1 -0.2 0.4 -1.832
N 6.4366 6.8841 6.9420 -0.9 0.3 -1.2 0.287
O 6.4582 6.2405 8.1866 0.7 -0.1 0.3 -0.479
H 7.6123 10.0550 7.6486 -0.1 0.0 0.6 0.410
H 7.9493 8.4180 8.4582 0.1 0.6 0.4 0.404
H 8.5009 8.8123 6.8649 -0.2 -0.2 -0.2 0.308
H 4.7894 9.8301 7.8478 0.4 0.0 -0.4 0.369
H 4.3255 8.1424 7.8645 -0.1 0.0 0.0 0.443
H 5.3365 8.8098 9.1227 0.5 -0.3 0.0 0.359
H 4.8734 8.6682 5.5047 -0.1 -0.3 0.2 0.418
H 5.9239 10.0288 5.7378 0.1 0.1 0.4 0.475
H 6.4548 8.9508 3.6806 0.1 -0.6 -0.4 0.406
H 7.8412 8.7724 4.7265 0.0 0.5 0.1 0.275
H 7.6339 6.8373 3.7410 0.3 -1.1 0.2 0.338
H 5.9918 6.4640 4.2075 -0.2 0.2 0.0 0.420
H 7.5653 4.2610 4.9748 0.1 0.3 -0.1 0.436
H 5.8922 4.5479 5.3734 -0.1 0.4 0.1 0.393
H 7.0714 4.2051 6.6326 0.0 0.0 0.1 0.484
H 9.1282 6.1915 7.1251 -0.1 0.3 0.1 0.348
H 9.3233 7.1424 5.6252 -0.1 0.1 0.2 0.339
H 9.2857 5.3904 5.6163 -0.1 0.1 -0.2 0.473
H 5.7344 5.6130 8.1235 -0.2 0.0 0.1 0.338
C -0.9996 7.0402 0.9368 0.2 0.0 -0.8 -1.745
C -1.7463 5.9553 1.7131 -0.4 -0.2 1.3 1.641
C -0.7181 5.0667 2.5330 -0.7 1.1 -1.4 -1.914
C -2.7013 6.5843 2.7982 -0.6 0.1 -0.6 -1.357
C -4.0922 7.0768 2.2165 1.7 -1.6 0.3 -0.682
C -4.7178 5.8698 1.4400 -0.3 1.9 0.6 -1.064
C -3.8402 5.3757 0.3016 -0.4 -0.3 -1.0 1.460
C -4.4734 4.0944 -0.3460 -0.5 0.4 0.5 -2.011
C -3.8697 6.4233 -0.8460 1.1 0.2 0.0 -1.757
N -2.5341 5.0189 0.8587 0.0 -0.2 0.5 0.276
O -1.6998 4.4392 -0.1618 -0.1 0.7 0.4 -0.479
H -0.0030 7.2175 1.3411 0.0 0.0 0.2 0.476
H -0.8588 6.7207 -0.0957 0.2 -0.2 0.0 0.355
H -1.4847 8.0122 0.8464 -0.3 -0.1 0.4 0.325
H -0.3664 5.6328 3.3955 0.1 0.0 0.0 0.396
H -1.2194 4.1494 2.8416 0.2 0.0 0.0 0.457
H 0.1028 4.9113 1.8329 0.2 -0.5 0.4 0.454
H -2.7972 5.8583 3.6056 -0.7 -0.4 -0.2 0.497
H -2.1856 7.3767 3.3406 0.3 0.4 -0.5 0.422
H -4.7514 7.4365 3.0065 0.0 -0.2 0.1 0.424
H -3.9009 7.9378 1.5760 -0.1 -0.1 -0.2 0.287
H -5.6176 6.3177 1.0185 -0.3 -0.5 -0.3 0.366
H -5.0304 5.1085 2.1548 0.3 -0.2 -0.1 0.388
H -5.4529 4.3733 -0.7346 -0.1 0.1 0.0 0.444
H -4.6773 3.3101 0.3829 0.3 0.0 0.2 0.411
H -3.9452 3.6680 -1.1988 0.3 0.2 0.2 0.443
H -4.8317 6.4425 -1.3583 0.0 -0.1 0.1 0.451
H -3.0810 6.1844 -1.5594 -0.2 -0.4 -0.3 0.377
H -3.6051 7.4446 -0.5721 -0.2 0.0 0.5 0.316
H -1.8831 3.5032 -0.0532 0.1 -0.2 0.0 0.339
C 4.0426 -9.3511 0.7792 0.4 0.1 -0.5 -1.687
C 4.5970 -8.1837 1.6177 -0.3 0.1 -0.4 1.438
C 3.4763 -7.5956 2.5863 0.6 0.3 -1.0 -1.903
C 5.7826 -8.7470 2.4694 -0.1 0.2 -0.5 -1.003
C 7.0787 -9.0150 1.7029 0.0 1.3 -0.7 -0.751
C 7.5051 -7.7550 0.8631 -1.4 -1.4 0.2 -1.253
C 6.3887 -7.2229 -0.0920 -0.3 0.1 -0.5 1.518
C 6.8826 -5.7794 -0.5573 -0.8 -1.0 0.5 -1.833
C 6.2117 -8.1640 -1.3640 0.5 0.3 0.1 -1.755
N 5.1197 -7.0947 0.6965 1.2 0.0 1.5 0.197
O 4.0944 -6.3988 -0.0023 0.3 -0.7 0.2 -0.407
H 4.8499 -9.6843 0.1269 0.2 -0.4 0.3 0.412
H 3.7158 -10.1922 1.3907 -0.2 0.1 0.0 0.402
H 3.2877 -9.0810 0.0408 -0.4 0.3 0.4 0.300
H 2.5825 -7.2826 2.0465 0.0 -0.4 -0.4 0.413
H 3.1485 -8.2769 3.3715 0.3 -0.3 -0.2 0.369
H 3.7764 -6.6680 3.0738 0.6 -0.1 0.1 0.447
H 5.9610 -8.0725 3.3068 0.1 0.0 0.1 0.372
H 5.5239 -9.7367 2.8456 -0.6 0.2 0.4 0.371
H 7.8698 -9.2135 2.4260 0.1 -0.1 0.0 0.391
H 6.9661 -9.9171 1.1015 0.0 0.1 -0.2 0.345
H 8.3534 -8.0157 0.2302 0.2 0.3 0.2 0.478
H 7.7307 -7.0121 1.6282 0.3 0.4 -0.4 0.406
H 6.4343 -5.4604 -1.4983 -0.1 -0.1 0.1 0.389
H 7.9670 -5.7658 -0.6665 0.0 -0.2 -0.1 0.420
H 6.6209 -5.0596 0.2183 0.0 0.0 0.0 0.429
H 5.1745 -8.3087 -1.6662 0.0 0.1 0.3 0.361
H 6.6939 -9.1371 -1.2712 -0.3 -0.3 0.6 0.350
H 6.7148 -7.8111 -2.2643 0.1 0.7 0.1 0.449
H 3.9476 -5.7025 0.6421 -0.4 0.4 -0.3 0.335
C 4.7299 3.4857 -2.3224 -0.1 1.2 -0.9 -0.672
O 5.3933 4.6539 -2.8558 0.5 -0.5 1.1 -0.323
C 4.7126 5.3485 -3.8838 0.7 0.5 0.3 -0.739
C 5.6761 6.4941 -4.3514 0.3 -1.0 0.6 0.485
C 5.2111 7.3714 -5.4678 -1.0 0.3 -0.3 -1.423
N 6.9149 5.8812 -4.7989 0.7 -0.2 0.8 -0.796
H 5.2368 3.1440 -1.4199 0.1 0.2 -0.2 0.239
H 4.7033 2.7130 -3.0907 0.1 -0.3 0.1 0.286
H 3.6993 3.7507 -2.0859 -0.2 -0.1 0.2 0.260
H 4.5970 4.6215 -4.6877 -0.7 0.2 -0.5 0.336
H 3.8010 5.7551 -3.4459 -0.5 -0.1 -0.5 0.417
H 5.9152 7.0356 -3.4362 0.0 0.3 0.0 0.339
H 4.5354 6.7316 -6.0354 -0.1 0.4 -0.6 0.321
H 6.0361 7.7188 -6.0897 0.1 -0.4 0.1 0.384
H 4.6951 8.2856 -5.1744 -0.3 -0.2 0.2 0.324
H 6.7616 5.2519 -5.5739 -0.3 0.0 -0.4 0.242
H 7.1362 5.2673 -4.0280 0.7 -0.3 0.1 0.319
C -9.5996 0.4364 -6.0618 -0.4 0.6 0.6 -0.758
O -9.7572 -0.5050 -5.0065 1.3 -0.8 -0.3 -0.335
C -8.4679 -1.1218 -4.6699 -0.4 1.6 -1.8 -0.784
C -8.6192 -2.1714 -3.6672 -0.2 -0.1 2.0 0.503
C -9.1283 -1.5210 -2.3464 -0.6 -1.4 0.0 -1.247
N -7.3516 -2.9110 -3.4550 0.0 0.8 -0.4 -0.703
H -8.9443 0.1242 -6.8750 0.1 -0.3 0.1 0.301
H -9.2426 1.3843 -5.6592 0.5 0.1 0.1 0.306
H -10.5699 0.7142 -6.4735 -0.2 -0.5 0.0 0.265
H -8.0378 -1.6021 -5.5488 -0.1 0.1 -0.6 0.346
H -7.7780 -0.3253 -4.3913 0.1 0.1 0.3 0.368
H -9.2653 -2.9090 -4.1432 -1.0 0.3 0.6 0.241
H -10.1540 -1.1703 -2.4606 0.0 0.0 -0.1 0.326
H -8.5550 -0.7109 -1.8955 0.5 0.0 -0.7 0.309
H -9.1330 -2.2950 -1.5790 -0.2 -0.1 0.1 0.355
H -6.9402 -2.9057 -4.3774 0.7 -0.2 -0.1 0.228
H -7.5772 -3.8856 -3.3158 0.0 -0.1 0.3 0.279
C -4.8450 0.5345 6.7467 -0.1 -0.4 0.8 -0.703
O -5.8719 0.3334 7.7493 0.4 -0.3 -1.0 -0.308
C -5.5367 -0.5947 8.7672 0.1 0.3 0.8 -0.576
C -6.7147 -0.8685 9.7260 -0.1 2.1 0.1 0.361
C -6.7237 0.0639 10.9974 -1.1 -0.9 -0.8 -1.332
N -6.7653 -2.2473 10.1292 0.3 -0.5 0.7 -0.765
H -4.4542 -0.4146 6.3799 -0.2 -0.3 -0.1 0.296
H -3.9753 1.0606 7.1403 0.0 0.2 0.4 0.292
H -5.2100 1.1097 5.8959 -0.4 -0.1 0.3 0.253
H -5.2834 -1.6228 8.5083 0.4 0.1 -1.4 0.292
H -4.6720 -0.2038 9.3035 0.2 0.1 0.3 0.310
H -7.6006 -0.6158 9.1435 -0.2 -0.1 0.0 0.286
H -5.9813 -0.2521 11.7303 0.3 0.4 -0.2 0.341
H -7.6916 -0.0400 11.4877 -0.1 -0.4 0.1 0.344
H -6.7433 1.1255 10.7513 0.8 -0.1 -0.2 0.352
H -6.7088 -2.8931 9.3547 -0.4 0.1 -0.5 0.289
H -5.8892 -2.4286 10.5980 0.1 -0.2 0.6 0.264
C 2.2127 -1.5519 2.1960 -1.0 -0.2 -1.0 -0.765
O 1.4262 -1.9447 1.0302 0.6 -0.4 0.4 -0.280
C 0.0025 -1.8756 1.2377 1.2 -0.1 -0.2 -0.736
C -0.8170 -2.3162 -0.0039 -0.3 -0.6 -0.4 0.639
C -0.4322 -1.6931 -1.3600 -0.1 -0.6 1.1 -1.309
N -2.2299 -2.0000 0.2707 -0.4 0.4 0.8 -0.775
H 3.2545 -1.8316 2.0393 -0.1 0.4 -0.5 0.237
H 1.9629 -2.0484 3.1336 -0.7 -0.3 0.0 0.308
H 2.0391 -0.4848 2.3346 0.5 0.2 0.1 0.311
H -0.1603 -2.5287 2.0951 -0.7 -0.1 0.1 0.332
H -0.2066 -0.8436 1.5192 -0.6 0.1 -0.1 0.345
H -0.8286 -3.3956 -0.1555 1.0 -0.3 0.4 0.261
H -0.8659 -0.6959 -1.2855 0.4 0.2 -0.8 0.326
H -0.8779 -2.3210 -2.1314 -0.4 0.4 -0.1 0.347
H 0.6367 -1.7538 -1.5644 0.0 0.5 0.3 0.291
H -2.5512 -2.5970 1.0193 0.1 0.1 0.6 0.215
H -2.8897 -2.2685 -0.4453 0.4 0.1 -0.8 0.254
C -0.5012 -6.6403 -5.4115 1.9 -0.8 0.5 -0.739
O -1.5768 -7.0011 -6.1927 -0.8 1.2 -1.0 -0.318
C -2.8168 -6.9711 -5.5285 -0.3 -0.4 -0.4 -0.656
C -3.9463 -7.1373 -6.5460 0.4 1.1 -0.5 0.445
C -4.1631 -5.9145 -7.4971 0.2 -0.8 0.0 -1.286
N -5.2251 -7.2948 -5.8777 -0.1 -0.3 0.1 -0.708
H 0.3904 -6.4721 -6.0155 -0.3 0.1 -0.6 0.278
H -0.1983 -7.5173 -4.8394 0.0 0.0 0.7 0.306
H -0.5443 -5.7716 -4.7546 -0.8 0.1 0.0 0.273
H -2.7926 -7.8068 -4.8291 -0.4 -0.2 0.3 0.348
H -3.0121 -6.0617 -4.9602 0.3 0.3 0.1 0.310
H -3.7313 -8.0231 -7.1437 0.3 0.0 -0.2 0.272
H -3.5174 -5.9559 -8.3743 0.3 0.3 0.3 0.319
H -4.1352 -4.9540 -6.9826 0.4 -0.1 0.1 0.259
H -5.1737 -5.9549 -7.9034 -0.1 -0.2 0.0 0.399
H -5.1955 -8.1397 -5.3251 -0.1 -0.2 0.3 0.242
H -5.7977 -7.5313 -6.6754 -0.9 0.0 0.3 0.258
C -4.4129 -7.7296 2.3331 1.0 0.6 -0.6 -0.755
O -4.1267 -6.4569 2.8817 -0.4 1.4 0.1 -0.299
C -4.2353 -6.3046 4.2928 -0.6 -1.8 0.2 -0.658
C -5.6826 -6.5207 4.7743 0.3 1.1 -2.3 0.333
C -6.6025 -5.4125 4.2068 0.4 -1.1 -0.6 -1.274
N -5.8323 -6.6007 6.1805 -0.1 -0.3 1.3 -0.729
H -5.3586 -8.1789 2.6363 0.2 0.0 0.0 0.300
H -3.5429 -8.3766 2.4462 -0.1 -0.5 0.7 0.312
H -4.3786 -7.5509 1.2584 -0.6 0.0 -0.1 0.242
H -3.5972 -7.1034 4.6707 0.1 -0.1 0.8 0.345
H -3.8763 -5.3654 4.7136 0.2 0.3 -0.8 0.354
H -6.0264 -7.4827 4.3942 0.0 0.0 -0.7 0.294
H -6.5808 -5.4756 3.1189 0.0 -0.1 -0.1 0.307
H -6.2870 -4.3951 4.4382 -0.2 -0.1 0.5 0.285
H -7.6169 -5.6724 4.5094 -0.1 0.6 0.2 0.367
H -6.7336 -7.0560 6.2020 -0.6 0.3 1.0 0.312
H -5.2382 -7.3611 6.4786 0.5 -0.1 0.5 0.263
C 5.5540 -4.0126 8.0083 0.3 -1.2 -1.1 -0.517
O 5.8000 -2.6428 8.1018 -0.2 0.5 0.9 -0.477
H 6.3193 -4.4334 7.3562 0.1 -0.2 0.1 0.197
H 5.5886 -4.5211 8.9719 0.0 0.0 0.0 0.264
H 4.6107 -4.2406 7.5120 -0.3 0.1 0.1 0.218
H 5.5473 -2.4757 9.0128 0.1 0.9 -0.1 0.316